Record 1
Formula: C32H26IN2O5PReS
Source: the Open Molecules 2025 dataset
Level of theory: wB97M-V/def2-TZVPD

Values from the calculation:
net charge: +2
E_LUMO (alpha / beta): -6.495 / -8.025 eV
HOMO level (alpha / beta): -13.903 / -14.071 eV
relative energy (zero: lowest compared OMol25 entry of this formula, charge and spin): 19.20 kJ/mol
frontier orbital gap (alpha / beta): 0.27226 / 0.22218 Eh
multiplicity: 4
<S²>: 3.772

Last column: Löwdin charge in e.
Positions of all 69 atoms, in Å:
Re 0.39960 0.76751 1.05331  1.318
C 1.79087 0.52243 5.43895  0.009
C 2.46128 -0.43047 4.49844  -0.235
N 3.23239 -1.37621 4.97552  0.167
C 3.85081 -2.23873 4.12919  -0.046
C 3.71560 -2.21588 2.77228  -0.124
C 4.40212 -3.24606 1.91111  -0.178
O 5.17612 -2.66007 0.86711  -0.059
C 2.86748 -1.20523 2.22744  -0.063
C 2.79391 -1.02690 0.82188  0.028
N 1.94697 -0.25472 0.18150  -0.131
C 2.18219 0.00145 -1.21040  -0.342
C 2.47047 -1.00378 -2.12242  -0.006
C 2.71191 -0.68125 -3.44871  -0.023
C 2.66314 0.63815 -3.88069  -0.033
C 2.36483 1.65730 -2.98490  -0.117
C 2.13276 1.31207 -1.66747  -0.573
I 1.68825 2.79630 -0.25441  1.288
C 2.25375 -0.30316 3.10058  -0.227
O 1.51095 0.71111 2.66898  -0.231
H 1.97821 0.20495 6.46053  0.095
H 0.71634 0.56115 5.25862  0.076
H 2.17835 1.53382 5.30321  0.098
H 4.48127 -2.97988 4.60519  0.130
H 3.66552 -3.88948 1.42603  0.135
H 5.01167 -3.88788 2.54721  0.132
H 6.07841 -2.52475 1.17335  0.110
H 3.55450 -1.52065 0.22103  0.136
H 2.49026 -2.03648 -1.79710  0.132
H 2.93959 -1.47033 -4.15211  0.127
H 2.85639 0.88103 -4.91650  0.126
H 2.32876 2.68779 -3.31114  0.116
O -1.86146 0.07021 4.08240  -0.171
S -1.67687 0.24335 2.69841  0.625
O -1.09483 1.58450 2.23454  -0.441
O -0.65517 -0.69840 2.03452  -0.418
C -3.12548 0.05307 1.76861  -0.286
C -4.29743 -0.28629 2.41958  -0.008
C -5.45571 -0.42322 1.66293  -0.013
C -5.41561 -0.21819 0.29494  -0.012
C -4.22346 0.11845 -0.34383  -0.042
C -3.05370 0.26421 0.38251  -0.295
P -1.51727 0.67023 -0.53509  0.999
C -1.83039 2.25899 -1.31444  -0.393
C -2.60112 3.21540 -0.65703  -0.070
C -2.75404 4.47638 -1.21748  -0.042
C -2.14745 4.77773 -2.42808  -0.041
C -1.37976 3.82299 -3.08574  -0.053
C -1.21195 2.56654 -2.52860  -0.139
C -1.37513 -0.60738 -1.79141  -0.354
C -0.78827 -1.81648 -1.41414  -0.105
C -0.78592 -2.89061 -2.28924  -0.056
C -1.36697 -2.75953 -3.54336  -0.041
C -1.94829 -1.55737 -3.92549  -0.041
C -1.96297 -0.48171 -3.05103  -0.080
H -4.29995 -0.43368 3.49108  0.131
H -6.38485 -0.68910 2.14748  0.129
H -6.31926 -0.32032 -0.29077  0.127
H -4.22105 0.26726 -1.41695  0.121
H -3.08196 2.98462 0.28532  0.115
H -3.35353 5.21985 -0.71019  0.121
H -2.27918 5.75767 -2.86689  0.121
H -0.92161 4.05781 -4.03741  0.118
H -0.61796 1.82174 -3.04640  0.097
H -0.35546 -1.93309 -0.42633  0.092
H -0.34083 -3.83107 -1.99218  0.118
H -1.37577 -3.60123 -4.22297  0.121
H -2.39860 -1.45929 -4.90396  0.120
H -2.41538 0.45277 -3.35892  0.107

Forces on the atoms, in the same order (eV/Å):
Re -0.01 0.03 0.93
C 0.05 -0.02 -0.02
C -0.05 0.13 0.21
N 0.14 -0.21 -0.33
C -0.09 0.13 0.43
C -0.15 0.16 -0.16
C 0.05 -0.01 -0.03
O 0.00 -0.04 0.03
C 0.14 -0.27 0.04
C -0.03 0.08 -0.35
N 0.09 -0.12 -0.18
C 0.08 -0.12 -0.12
C -0.02 -0.04 0.01
C 0.01 0.01 -0.01
C -0.02 0.02 0.02
C 0.03 -0.15 -0.06
C -0.06 0.12 0.03
I 0.01 0.23 0.07
C -0.15 0.21 0.00
O 0.27 -0.01 -0.11
H 0.01 0.00 -0.01
H -0.02 -0.02 0.01
H 0.00 0.00 -0.01
H -0.01 -0.02 0.01
H -0.03 0.01 0.00
H 0.01 -0.02 -0.01
H 0.01 0.02 0.00
H 0.01 0.00 0.04
H 0.01 0.01 -0.01
H -0.01 0.00 0.00
H 0.01 -0.01 0.00
H -0.01 0.00 0.01
O -0.07 -0.03 0.07
S 0.28 0.26 -0.32
O -0.12 -0.27 0.24
O -0.05 0.08 0.05
C -0.08 0.04 -0.13
C -0.01 0.01 -0.08
C 0.00 -0.01 0.02
C 0.01 0.00 -0.03
C -0.08 -0.01 0.00
C 0.02 -0.06 0.05
P -0.12 -0.08 -0.25
C -0.01 -0.03 -0.10
C 0.03 0.07 -0.01
C 0.00 -0.04 0.04
C 0.02 0.01 -0.03
C -0.01 0.04 0.03
C 0.04 0.02 0.00
C -0.14 -0.08 -0.03
C -0.01 -0.01 -0.02
C 0.01 0.04 0.01
C -0.02 -0.01 -0.03
C 0.02 -0.02 0.01
C 0.07 -0.01 -0.03
H 0.00 0.00 0.00
H 0.00 0.01 0.00
H 0.00 0.00 0.00
H 0.01 0.00 0.01
H -0.01 0.00 0.01
H -0.01 0.00 0.00
H 0.00 0.00 0.00
H 0.00 0.00 0.00
H 0.02 0.06 0.03
H -0.01 0.00 0.04
H -0.01 0.00 0.01
H 0.02 0.01 -0.01
H -0.01 0.00 0.00
H -0.07 -0.08 0.03

Record 2
Formula: C3H6Cl3F
Source: the Open Molecules 2025 dataset
Level of theory: wB97M-V/def2-TZVPD

Values from the calculation:
net charge: 0
E_LUMO: 0.787 eV
HOMO level: -10.082 eV
frontier orbital gap: 0.39942 Eh
multiplicity: 1

Last column: Löwdin charge in e.
Positions of all 13 atoms, in Å:
C -0.01609 -1.11912 -0.01827  -0.632
C 1.33608 -0.66609 -0.53663  -0.646
C -0.92863 1.47720 0.44639  -0.730
H -0.07873 -2.20384 0.01282  0.083
H -0.82542 -0.72838 -0.63775  -0.020
H 2.14520 -1.05706 0.08046  0.075
H 1.39910 0.42354 -0.56931  0.068
H -0.11213 0.76401 0.54890  -0.125
H -0.69638 2.25046 -0.28734  0.094
F -1.18787 2.05128 1.64771  -0.080
Cl -0.24935 -0.50768 1.64240  0.702
Cl 1.56927 -1.27737 -2.19746  0.567
Cl -2.35506 0.59303 -0.13193  0.645

Forces on the atoms, in the same order (eV/Å):
C 0.52 -0.81 -0.38
C 0.18 -0.10 0.22
C -0.21 2.27 -2.00
H 0.03 0.04 0.07
H 0.53 -0.43 0.19
H -0.06 0.06 -0.10
H 0.13 -0.20 -0.09
H -0.64 2.50 -1.13
H -0.39 0.25 0.10
F 0.07 -0.05 0.03
Cl 0.96 -4.61 3.08
Cl -0.05 0.05 0.06
Cl -1.08 1.03 -0.04

Record 3
Formula: C19H22N2O2
Source: the Open Molecules 2025 dataset
Level of theory: wB97M-V/def2-TZVPD

Values from the calculation:
net charge: 0
E_LUMO: -2.589 eV
HOMO level: -4.975 eV
relative energy (zero: lowest compared OMol25 entry of this formula, charge and spin): 746.88 kJ/mol
frontier orbital gap: 0.08771 Eh
multiplicity: 1

Last column: Löwdin charge in e.
Positions of all 45 atoms, in Å:
C -5.80934 -0.15420 -3.11548  -0.082
C -4.35545 -0.45577 -3.20514  -0.319
C -3.43053 0.57870 -3.32629  -0.065
C -2.08581 0.32091 -3.35774  -0.040
C -1.59391 -0.99843 -3.26861  -0.247
C -0.23196 -1.30242 -3.24823  -0.064
N 0.82283 -0.36775 -3.34757  -0.472
O 1.99479 -0.79822 -3.28771  -0.113
O 0.57130 0.84495 -3.49403  -0.086
C -2.54460 -2.03827 -3.18736  -0.066
C -3.88732 -1.76641 -3.15978  -0.079
H -6.37433 -1.02363 -2.77871  0.067
H -5.98949 0.65261 -2.40445  0.071
H -6.20737 0.15273 -4.08262  0.074
H -3.78059 1.59545 -3.38042  0.103
H -1.38066 1.13030 -3.42806  0.078
H 0.07303 -2.32338 -3.14079  0.090
H -2.20045 -3.05649 -3.13020  0.095
H -4.59712 -2.57355 -3.09444  0.097
C 4.89155 1.23570 2.34938  -0.148
C 4.83960 1.79749 0.91697  -0.145
C 3.47224 1.37531 0.35358  -0.099
N 2.61737 0.97052 1.50264  -0.020
C 1.45015 0.26555 1.32778  0.100
C 0.55690 -0.10692 2.35713  -0.185
C 0.47756 0.62174 3.56872  -0.018
C -0.37907 0.23294 4.56881  -0.057
C -1.18307 -0.88733 4.41311  -0.039
C -1.14325 -1.60732 3.22808  -0.051
C -0.30896 -1.22178 2.20653  0.013
C 3.42960 0.99383 2.75477  -0.120
H 5.44830 0.29104 2.37415  0.116
H 5.40583 1.91820 3.03880  0.118
H 4.92940 2.89184 0.92387  0.115
H 5.66632 1.41830 0.30344  0.120
H 2.97444 2.19063 -0.17880  0.137
H 3.56463 0.53346 -0.34072  0.139
H 1.24773 -0.07209 0.32578  0.157
H 1.03414 1.53719 3.66809  0.106
H -0.44126 0.80980 5.47608  0.112
H -1.85255 -1.18587 5.20426  0.115
H -1.77732 -2.47032 3.10890  0.116
H -0.28486 -1.78451 1.28927  0.127
H 3.30256 0.04487 3.28636  0.136
H 3.06901 1.79061 3.41067  0.114

Forces on the atoms, in the same order (eV/Å):
C -0.39 0.02 0.02
C 0.08 0.00 0.01
C -0.43 -0.65 0.13
C 0.14 0.15 0.02
C -0.93 0.70 -0.10
C 2.58 0.98 0.05
N -2.33 -2.09 0.15
O 0.68 0.07 0.21
O 0.61 0.46 0.10
C 0.49 0.28 0.00
C -0.21 0.45 0.04
H -0.05 -0.02 -0.03
H -0.11 0.08 -0.01
H -0.16 0.07 -0.06
H -0.11 0.31 0.00
H -0.08 -0.05 -0.06
H 0.43 -0.16 -0.06
H 0.11 -0.29 -0.02
H -0.20 -0.24 0.05
C 0.06 -0.25 -0.20
C -0.11 0.23 0.09
C -0.08 -0.05 -0.70
N -1.84 -2.26 -0.34
C 3.52 1.81 0.18
C -0.83 -0.34 1.46
C 0.09 -0.15 -0.63
C -0.13 0.03 0.19
C 0.12 0.00 -0.18
C -0.16 -0.08 0.21
C 0.75 0.57 -0.37
C -0.35 0.40 0.62
H -0.20 0.16 -0.06
H -0.31 -0.19 -0.16
H -0.11 -0.29 0.04
H -0.34 0.06 0.13
H 0.06 -0.18 0.04
H -0.13 0.10 0.09
H -0.07 0.27 -0.57
H 0.12 0.08 0.10
H 0.01 0.12 0.12
H -0.06 -0.04 0.09
H -0.07 -0.10 -0.09
H -0.02 -0.10 -0.26
H -0.16 0.17 -0.13
H 0.11 -0.06 -0.12